P | Entry from the Open Molecules 2025 dataset: a 12-piece molecular cluster, C24H72O24 overall (ωB97M-V/def2-TZVPD).

ORCA input file:
```
! RIJCOSX wB97M-V def2-TZVPD def2/J DEFGRID3
* xyz 0 1
H 0.47 6.94 -1.51
H 0.35 -7.43 -4.69
H -6.21 8.31 3.10
H 6.12 1.60 0.07
O -4.25 -9.16 1.57
O 2.49 -9.23 0.00
O 6.25 -6.25 -4.73
H 0.49 2.01 1.64
O -6.99 0.42 -0.28
H -4.84 -4.09 8.28
H 2.90 8.16 5.43
H -4.78 -2.30 10.20
C 6.97 -4.05 -3.89
H -0.82 -6.66 -5.74
H 0.86 0.08 -0.09
H -10.08 -1.30 -1.88
O -0.38 -1.11 0.98
C 1.78 2.13 -6.71
H -6.10 -1.04 -1.29
H -0.19 -1.74 0.27
H -8.14 -1.76 -2.57
H -4.90 -7.85 -1.85
H 7.82 1.70 0.41
H 5.85 4.00 0.55
H 2.30 -8.29 -0.02
H -5.06 -1.20 8.06
O -9.48 -0.90 -1.24
C -5.40 -3.16 8.16
H -4.20 7.32 2.14
O 6.74 1.90 2.08
H 4.42 -7.37 0.69
O 7.21 3.73 -1.12
H 5.30 -8.41 1.67
H -5.77 -3.18 7.13
H 0.42 9.84 5.07
H 6.18 -4.63 -5.84
C -5.32 -7.63 0.02
H 7.57 -3.18 -4.16
H -7.79 0.57 0.24
H -0.95 -5.22 -4.12
H 5.60 -2.66 -3.90
C 6.87 -5.03 -5.10
O 0.88 -5.50 -3.27
C 0.07 -5.37 -4.46
C 0.79 9.87 -2.90
O 0.89 2.43 -5.66
C 6.83 3.62 0.26
C 6.85 2.10 0.71
H 1.95 10.51 5.29
O -6.22 7.70 2.36
C 1.47 9.61 4.91
O -3.99 -2.06 9.72
O 0.95 7.20 5.43
H -6.21 -3.58 9.85
O 3.50 1.93 -5.14
H 7.56 2.01 2.56
O 2.06 10.47 -3.24
H -3.61 -1.84 7.59
C -8.21 -0.93 -1.87
H 1.69 8.56 6.69
C 3.47 -9.36 0.96
H 1.88 11.41 -3.34
H 0.06 7.49 5.23
H 1.95 -5.91 -5.85
C -4.95 6.20 3.82
H 3.80 2.37 -7.19
H 7.29 4.68 -1.23
H 0.68 10.11 -1.84
H -5.00 7.88 4.99
H 6.05 -6.81 -5.49
C 3.18 2.57 -6.32
C -4.52 -7.81 1.38
C 0.47 0.02 0.92
H 5.31 -8.60 -1.08
H -6.37 -7.90 0.10
C 4.71 -8.42 0.75
H -1.76 1.20 0.11
H -5.27 5.96 1.78
H 1.76 8.01 -3.53
H -4.28 5.34 3.79
C -4.40 -2.03 8.31
C 0.19 -6.58 -5.35
O -4.65 -8.24 -1.01
H 1.80 1.06 -6.92
H 0.03 10.43 -3.45
C 1.85 8.35 5.63
H 1.70 -5.01 -3.43
H 1.45 2.68 -4.92
H -3.55 -7.33 1.31
H -0.84 1.09 2.27
H 7.84 -5.32 -5.50
O -4.40 7.19 4.70
H 3.83 -10.36 1.20
H -3.76 -9.57 0.85
H -7.23 -1.55 -0.01
O 0.92 7.78 -1.62
H 3.06 3.64 -6.13
H 4.00 2.56 -4.61
H -5.86 5.82 4.27
O 5.56 -8.96 -0.23
H 1.39 2.69 -7.56
O 1.80 9.59 3.49
C -0.31 1.32 1.35
H 1.31 -0.26 1.56
O -1.06 1.82 0.32
H 0.28 -4.44 -4.99
H -5.41 -6.58 -0.27
C -5.11 6.82 2.44
O 1.21 -6.28 -6.33
H -8.09 -0.04 -2.50
O -6.51 -3.09 9.08
H 7.53 4.14 0.91
H 1.46 8.78 3.10
C -7.08 -0.87 -0.85
H 2.98 -8.99 1.86
H 7.55 -4.57 -3.14
H -0.02 7.77 -3.36
O 5.68 -3.56 -3.57
C 0.86 8.27 -2.96
H -4.99 -7.27 2.20
*
```

Computed properties:
E_HOMO   -9.53 eV
LUMO energy   -0.06 eV
Structure (SMILES)   OCCO.OCCO.OCCO.OCCO.OCCO.OCCO.OCCO.OCCO.OCCO.OCCO.OCCO.OCCO

Atom charges from the Löwdin analysis, given in e for atoms 1 to 4: number 1, H, carries 0.08; number 2, H, carries 0.12; number 3, H, carries 0.07; number 4, H, carries 0.12

Q | Entry from the Open Molecules 2025 dataset: a 12-piece molecular cluster, C24H72O24 overall (ωB97M-V/def2-TZVPD).

ORCA input file:
```
! RIJCOSX wB97M-V def2-TZVPD def2/J DEFGRID3
* xyz 0 1
O 6.66 -2.06 3.79
O 7.95 0.43 -4.35
H -2.30 6.49 6.12
H -8.21 -3.51 3.90
H 0.12 6.48 -3.44
H 6.81 -5.83 -5.55
H -5.20 -4.72 2.12
H -5.31 -6.30 2.69
H -1.64 -4.25 -9.51
H 8.73 0.77 -3.91
O -7.48 4.33 1.54
C 0.01 -2.37 -8.83
H 1.86 -1.18 6.48
H -5.88 1.96 -0.18
H 7.27 2.20 -5.21
O -0.95 -8.47 -5.04
H -7.12 -5.35 4.66
H -1.59 -8.38 -2.39
H -1.05 8.25 3.47
H 5.79 -4.94 -3.47
H -1.11 -1.06 -9.68
C -6.50 2.36 0.62
O 2.14 6.52 -3.14
H 8.30 -3.19 2.54
H 2.20 5.86 -3.84
H -7.47 1.85 0.61
H 0.56 -2.38 6.64
H -0.04 8.63 -4.62
C 8.52 -1.23 2.57
C -5.41 -5.27 3.04
H -0.92 -7.83 -5.76
H 0.55 0.72 4.95
H -6.32 1.16 2.10
C -0.04 -0.34 6.47
O 0.82 -1.88 4.82
O 6.23 -6.23 -4.90
H 5.91 -6.40 -1.64
O 1.08 7.35 -5.70
C 0.87 8.05 -4.53
H -1.30 -1.12 -0.83
H 9.14 -0.98 3.44
O -0.57 1.01 0.60
C 7.02 1.49 -4.42
H 7.46 -5.15 -3.55
O 4.66 1.98 -5.03
H 5.28 0.57 -3.68
C -6.91 -5.04 3.64
H 4.84 2.21 -5.95
H -4.63 -5.51 4.81
H 8.81 -0.58 1.74
H 0.95 -7.33 -2.56
O -1.77 7.18 6.54
O 0.72 -1.48 -0.91
H 5.80 -7.63 -2.78
O 7.73 -7.30 -2.16
H -0.12 -0.21 7.54
H -3.47 7.72 4.53
C -0.38 -0.66 -1.20
H -6.28 4.79 8.74
H -1.73 6.62 3.73
C -7.28 6.34 7.89
H -0.04 -2.28 4.70
C -6.76 4.97 7.77
H -5.56 4.28 0.65
C -0.29 0.82 -0.78
C 0.88 -1.48 6.11
H -0.55 -6.65 -3.25
H -7.99 6.51 8.70
H -0.07 6.94 5.41
H -0.88 1.37 -1.51
H -6.43 7.01 8.03
H 0.75 1.10 -0.94
H 7.08 2.16 -3.55
O -7.27 -3.63 3.72
O -0.98 -4.60 -8.91
H -0.64 -2.22 -7.96
C 0.91 7.21 -3.30
H 1.61 7.83 -6.33
H -1.52 1.02 0.68
O -5.73 4.77 6.76
O 0.48 0.90 5.89
C -6.58 3.94 0.48
O -0.76 -8.19 -1.93
H 8.21 -7.69 -2.89
H 5.74 -2.31 3.68
H -0.97 -0.46 5.92
C -1.67 7.64 4.12
C -0.92 7.62 5.52
C 0.18 -8.35 -4.18
H 0.37 -9.40 -3.91
O -0.68 -1.88 -9.93
H 0.84 -4.11 -9.81
H 6.80 -0.17 3.09
H -7.78 -5.36 3.07
C 7.10 -1.18 2.82
O -5.81 1.89 1.74
H 0.93 -1.84 -8.59
O -7.99 6.68 6.68
H -6.88 4.27 -0.51
H 6.57 -1.46 1.91
C 5.59 1.01 -4.62
H -5.95 4.01 6.22
H 1.71 8.75 -4.49
H 0.90 -1.38 0.03
H 0.76 7.75 -2.37
O 8.88 -2.53 2.15
H -0.33 -0.81 -2.28
H -0.59 8.64 5.67
H 1.09 -8.03 -4.68
H -8.31 3.89 1.33
C 6.54 -5.72 -3.62
H -7.61 4.32 7.59
H -7.69 6.08 5.99
O -4.50 -4.89 4.08
C 6.44 -6.80 -2.50
C -0.05 -7.56 -2.93
C 0.17 -3.86 -8.99
O -2.86 8.33 4.10
H 5.62 0.16 -5.31
H 0.68 -4.22 -8.10
*
```

Computed properties:
E_HOMO   -9.76 eV
LUMO energy   0.02 eV
Structure (SMILES)   OCCO.OCCO.OCCO.OCCO.OCCO.OCCO.OCCO.OCCO.OCCO.OCCO.OCCO.OCCO

Atom charges from the Löwdin analysis, given in e for atoms 1 to 4: number 1, O, carries -0.04; number 2, O, carries -0.05; number 3, H, carries 0.08; number 4, H, carries 0.07

R | Entry from the Open Molecules 2025 dataset: a 12-piece molecular cluster, C24H72O24 overall (ωB97M-V/def2-TZVPD).

ORCA input file:
```
! RIJCOSX wB97M-V def2-TZVPD def2/J DEFGRID3
* xyz 0 1
O 3.39 -1.88 5.60
O 3.88 -2.54 -5.88
O 1.15 0.79 -0.90
H 1.25 -4.94 1.59
O -6.03 -0.39 2.54
H -4.75 -2.74 -2.06
O 1.13 -1.03 1.27
C 3.42 2.51 -2.89
H 3.19 0.69 -3.54
H -4.52 3.52 3.67
O -0.98 5.07 -1.86
H 0.71 3.55 1.51
H 3.18 2.33 2.78
O -0.28 2.02 -7.66
H 2.25 -1.40 -5.30
H 3.90 -1.15 -2.21
O -3.48 0.77 1.97
H -3.11 -2.02 -1.22
H 3.74 -3.25 -3.26
C 2.79 -2.32 -5.02
H 0.68 -0.08 4.90
H 4.05 -1.77 6.29
H 2.79 -4.17 -0.74
H 1.97 2.14 0.16
O 2.59 1.36 -3.19
O 0.20 2.21 -4.59
O 3.81 -1.52 -0.69
H -0.81 -1.40 0.57
H 0.46 0.46 -5.63
H 4.74 -2.48 0.94
H 5.04 -3.11 -0.73
H -1.96 3.66 0.12
C -0.39 3.90 -1.30
H 0.31 4.25 -0.54
O 0.44 -1.71 6.07
H -0.96 -3.83 0.72
H 2.19 3.92 -3.86
H -3.43 0.40 1.08
O -1.35 2.30 2.98
H -2.86 -0.49 3.57
H 0.38 1.57 2.66
H 3.55 -2.82 -6.73
H 4.25 2.64 -5.33
H -4.90 -2.45 0.99
H -2.59 5.23 4.03
C 3.16 -2.37 -3.55
H 3.04 -1.22 -0.18
O 3.39 3.07 -5.32
H 0.95 1.87 -4.07
C 3.28 -3.81 0.17
H -1.82 0.88 -6.86
H 2.60 -0.27 6.52
C 1.19 -1.04 5.06
H 2.22 4.48 1.76
H -3.18 2.66 -1.19
H -0.54 0.22 1.05
H -6.98 -2.29 -0.37
C -0.05 -0.62 0.56
H -0.96 0.45 -4.78
C 4.30 -2.70 -0.04
O -2.09 -5.52 1.01
C -4.39 -2.74 0.08
H 0.19 3.33 -2.03
C 3.20 3.55 -4.00
H -3.67 -1.30 2.18
C -5.00 -0.30 3.49
H -6.10 0.49 2.16
C -1.39 3.03 -0.57
O 3.91 -1.21 -3.18
H -2.78 3.77 4.89
C -1.38 -4.42 1.54
H -5.78 -3.89 -1.15
H -2.16 1.93 2.59
H -4.96 0.61 4.10
H -0.79 -5.51 3.33
H 0.61 -1.23 -1.42
H -3.79 -3.64 0.30
H 0.25 2.77 -7.35
C 2.10 2.49 2.76
H 1.22 -1.63 4.14
O 2.35 2.98 0.43
O -3.38 -1.78 -0.33
H 2.23 -2.39 -2.99
H -2.08 -3.67 1.96
O -3.83 3.81 3.07
C -5.32 -2.90 -1.15
H -0.65 -0.03 -1.38
H 1.47 -0.21 1.68
O 1.32 1.30 2.60
H -0.50 -1.59 5.90
H -2.68 -5.86 1.70
H 0.17 -4.07 3.12
C -1.44 3.69 3.14
H 3.91 -4.65 0.49
C -2.70 4.15 3.87
C -3.62 -0.41 2.79
O 2.32 -3.53 1.19
H -1.27 4.83 -2.74
H 3.95 4.33 -3.81
O -6.40 -1.96 -1.06
O 0.69 -5.63 1.99
H -1.48 4.19 2.16
C 0.29 -0.33 -0.89
O -2.30 2.42 -1.50
C -0.34 1.16 -5.35
H 2.05 -3.13 -5.10
C 1.80 3.48 1.64
H -1.73 2.51 -6.36
H 1.81 -2.69 1.06
C -0.37 -4.84 2.56
H 3.12 2.99 -1.96
H -0.87 2.31 0.07
H -0.53 4.09 3.59
C -1.09 1.64 -6.55
H -5.00 -1.17 4.15
H 1.54 0.91 -1.78
H 3.01 0.01 4.80
H 1.72 2.88 3.71
H 4.45 2.17 -2.76
C 2.58 -0.71 5.52
*
```

Computed properties:
E_HOMO   -9.60 eV
LUMO energy   0.11 eV
Structure (SMILES)   OCCO.OCCO.OCCO.OCCO.OCCO.OCCO.OCCO.OCCO.OCCO.OCCO.OCCO.OCCO

Atom charges from the Löwdin analysis, given in e for atoms 1 to 4: number 1, O, carries -0.06; number 2, O, carries -0.05; number 3, O, carries -0.07; number 4, H, carries 0.03

S | Entry from the Open Molecules 2025 dataset: a 12-piece molecular cluster, C24H72O24 overall (ωB97M-V/def2-TZVPD).

ORCA input file:
```
! RIJCOSX wB97M-V def2-TZVPD def2/J DEFGRID3
* xyz 0 1
H 8.15 -0.25 0.04
O -0.28 0.87 0.48
H -5.89 -4.70 1.15
H -6.18 2.27 -3.90
O -8.28 -5.40 2.11
H -3.94 -6.83 -3.71
H 2.23 -3.69 -6.59
O 1.25 -0.02 5.69
C -6.10 1.28 -2.18
H -1.56 8.05 0.54
C -4.24 3.37 5.32
H -3.88 -5.00 -2.28
C -4.14 -4.48 -4.38
O -0.67 8.04 0.90
H -5.08 4.06 5.21
O -5.52 -2.98 2.34
H 6.04 -1.66 -0.31
H -7.08 -3.49 1.08
O -5.49 1.36 4.85
H -4.40 2.34 3.43
H -7.00 0.67 -2.05
C 4.93 4.89 0.87
H -6.13 -2.51 2.92
H 4.15 3.19 0.92
H -2.86 5.62 -0.71
H 0.64 -3.40 -4.87
C 2.69 -5.92 2.31
C -6.45 -4.02 1.80
H -4.35 3.70 7.25
H -4.91 -4.64 -5.13
H 2.77 2.36 5.97
H 3.37 -0.15 5.33
C 0.04 7.04 0.22
H 1.29 2.62 -3.11
H 2.27 -0.05 3.98
C -0.70 -0.50 0.53
C 2.47 -3.69 -5.53
H 5.02 -5.41 2.73
H 3.57 -5.82 0.34
H 1.74 -5.57 1.93
C 5.68 5.38 2.11
C 1.94 2.64 -3.98
H -5.18 1.02 5.70
H 6.08 -0.97 1.26
C -0.32 -0.99 -0.89
H 3.52 1.66 -3.38
C 1.07 2.69 -5.26
O 7.05 0.40 -1.62
H -8.17 -6.32 1.87
O -3.99 1.75 -1.12
H 2.41 -4.78 -5.49
C -4.96 0.76 -1.23
C -7.21 -4.90 2.84
H 4.74 5.86 0.41
H -5.51 -4.63 -2.81
H 0.49 7.50 -0.66
C 7.20 0.19 -0.24
C 2.42 0.28 5.00
H 2.14 2.54 3.37
O 4.72 0.09 0.11
H 0.67 0.91 0.37
O 1.10 -1.21 -1.09
O 2.85 1.52 -4.06
H -3.51 1.53 4.61
H -4.11 -3.39 -4.40
H 2.29 -5.22 3.99
H -3.08 1.49 -0.96
H 4.59 -3.82 -5.42
H 3.33 -4.30 1.24
H 0.22 4.02 -6.36
H -3.44 4.08 5.11
H -5.30 0.48 -0.23
O 0.28 3.80 -5.43
H 0.62 0.64 5.40
H -0.15 -1.07 1.27
O -2.88 -4.97 -4.81
O 3.80 4.06 1.08
H 0.47 1.79 -5.35
H 5.74 4.37 0.35
H 2.31 3.64 -3.72
H -4.46 -0.14 -1.58
H -6.50 2.23 -1.84
H -3.00 -5.92 -4.80
C 3.85 -3.04 -5.23
O 3.91 -1.86 -6.04
C 2.73 1.79 5.03
H 7.55 -0.24 -2.14
H 2.78 -6.98 2.09
H -0.76 -1.93 -1.20
O -2.28 6.37 -0.54
O 3.09 -5.58 3.60
H 4.03 -2.85 -4.17
O 1.55 -3.11 -4.73
H 1.27 -1.85 -1.79
H -1.76 -0.60 0.77
H -6.61 -5.69 3.28
O 5.07 -5.28 1.78
H -0.80 5.14 -0.79
C -4.39 2.17 4.51
H 1.79 2.66 -6.08
C 3.69 -5.33 1.31
H 6.51 4.48 3.70
H -0.45 -0.24 -1.67
O 6.00 4.28 2.91
H 3.73 -1.11 -5.47
O 1.84 2.51 4.28
H 5.12 5.96 2.84
C -4.59 -5.13 -3.10
H 0.86 6.67 0.83
H -1.21 5.41 0.96
O -4.16 2.94 6.69
O -5.75 1.48 -3.57
O -4.77 -6.53 -3.32
H 6.46 6.10 1.88
H -7.63 -4.37 3.69
C -1.03 5.87 -0.01
H 3.68 1.91 4.52
H 7.06 1.04 0.44
H 4.21 -0.59 -0.34
C 6.01 -0.70 0.21
*
```

Computed properties:
E_HOMO   -9.73 eV
LUMO energy   0.06 eV
Structure (SMILES)   OCCO.OCCO.OCCO.OCCO.OCCO.OCCO.OCCO.OCCO.OCCO.OCCO.OCCO.OCCO

Atom charges from the Löwdin analysis, given in e for atoms 1 to 4: number 1, H, carries 0.12; number 2, O, carries -0.08; number 3, H, carries 0.11; number 4, H, carries 0.08

Computed relative energies in units of kcal/mol: P 132.8; Q 124.5; R 0.0; S 150.4